Formula: C3H5N3
Source: OMol25
Level of theory: ωB97M-V/def2-TZVPD

Its total charge is 0. Its LUMO energy is 0.10 eV. Its HOMO-LUMO gap is 10.230 eV. For the total energy, the calculation gives -7659.450 eV. The SMILES is C[C@H]1C=NN=N1. The energy above the lowest of the compared OMol25 structures with the same formula, charge and spin is 290.02 kJ/mol. The value obtained for the largest force on an atom is 1.2 eV Å⁻¹.

Atoms and positions in Å:
1 N 1.5823 -1.0623 0.4445
2 N -0.1232 -0.9956 -0.9657
3 N 0.5433 -1.7604 -0.2430
4 C -1.2253 0.3114 0.3134
5 C 0.1414 0.3747 -0.5499
6 C 1.4047 0.1877 0.2213
7 H 2.1802 0.8957 0.5202
8 H -1.0172 -0.2112 1.2517
9 H 0.1124 1.1937 -1.2788
10 H -2.0396 -0.2599 -0.1665
11 H -1.5590 1.3263 0.4529



Formula: C4H9N2
Source: OMol25
Level of theory: ωB97M-V/def2-TZVPD

Its total charge is +1. Its LUMO energy is -5.90 eV. Its HOMO-LUMO gap is 8.735 eV. For the total energy, the calculation gives -7263.294 eV. The energy above the lowest of the compared OMol25 structures with the same formula, charge and spin is 467.71 kJ/mol. The value obtained for the largest force on an atom is 6.0 eV Å⁻¹.

Atoms and positions in Å:
1 N 1.7219 0.6350 1.2263
2 N -1.0154 3.0130 -0.6200
3 C 0.5854 -0.5328 0.8625
4 C 0.6617 1.0305 0.7718
5 C 0.0846 -2.8184 -0.0614
6 C 0.3442 -1.3890 -0.2606
7 H 0.5299 -1.0660 -1.3021
8 H -0.8594 2.8679 -1.5818
9 H -0.0320 -3.1017 0.8868
10 H 0.8605 -3.2409 -0.5872
11 H 0.4256 -0.9982 1.8029
12 H -1.9905 3.2581 -0.4317
13 H -0.1088 1.7305 0.2996
14 H -0.4171 3.7417 -0.2339
15 H -0.7907 -3.1298 -0.7711



Formula: C34H26N6O2RuS2
Source: OMol25
Level of theory: ωB97M-V/def2-TZVPD

Its total charge is +1. Its LUMO energy (alpha / beta) is -3.59 / -4.35 eV. Its HOMO-LUMO gap (alpha / beta) is 5.710 / 4.792 eV. The spin multiplicity is 2. For the total energy, the calculation gives -72961.228 eV. The energy above the lowest of the compared OMol25 structures with the same formula, charge and spin is 64.90 kJ/mol. The expectation value of S² is 0.872. The value obtained for the largest force on an atom is 1.2 eV Å⁻¹.

Atoms and positions in Å:
1 Ru 0.3485 -0.3572 -0.0456
2 S 3.0609 0.3857 -1.6912
3 S 2.2174 -1.1749 1.0453
4 O -0.9244 -0.8026 1.5079
5 O -1.1998 7.8222 3.4567
6 N -1.2005 -0.3850 -1.5184
7 N 0.8021 1.1545 1.3320
8 N -0.2334 2.1053 6.0230
9 N 0.1497 3.2691 6.2821
10 N 1.3429 0.2246 -1.7525
11 N 1.1401 0.7682 -4.0270
12 C 4.8219 2.7267 -4.4439
13 C 3.0627 -4.5560 -1.0374
14 C 1.9679 -5.3695 -0.7719
15 C -3.0382 -0.1758 -3.5589
16 C 1.5305 2.6493 3.5686
17 C 0.9450 -4.8980 0.0391
18 C -0.8245 0.0604 -2.7229
19 C -0.2909 1.4475 4.8662
20 C -3.4180 -0.6726 -2.3316
21 C -1.6709 5.4795 3.8844
22 C 2.6733 2.1246 -5.3344
23 C 1.7664 2.0596 1.2536
24 C 1.0235 -3.6240 0.5856
25 C -1.3191 4.3332 4.5797
26 C 3.3187 1.3584 -3.1492
27 C -0.7613 -0.1320 2.5641
28 C 0.4368 5.5451 5.7028
29 C -0.9404 6.6573 4.0884
30 C 2.1668 2.8062 2.3633
31 C 0.1164 6.6856 5.0060
32 C -1.7110 0.1980 -3.7614
33 C -2.4679 -0.7567 -1.3277
34 C 3.1338 -3.2779 -0.5003
35 C 3.8974 2.7708 -5.4732
36 C -0.2590 4.3562 5.4721
37 C 4.5236 2.0290 -3.2775
38 C 0.1926 0.9774 2.5303
39 C 0.4733 1.7317 3.6614
40 C -1.4286 -0.4357 3.7920
41 C 0.6594 0.3736 -2.8235
42 C -1.1552 0.3015 4.8968
43 C 2.3994 1.4217 -4.1805
44 C 2.1192 -2.7993 0.3255
45 C -2.2762 7.8670 2.5231
46 H -2.2844 8.8773 2.1286
47 H 4.1169 3.3100 -6.3838
48 H -1.4092 0.5876 -4.7223
49 H 0.2348 -3.2599 1.2344
50 H -2.1111 7.1586 1.7102
51 H 0.5147 0.7970 -4.8128
52 H 2.2445 2.1638 0.2896
53 H 0.6478 7.6137 5.1620
54 H 5.7737 3.2292 -4.5412
55 H -2.0989 -1.2833 3.8116
56 H 1.8631 3.2088 4.4327
57 H 3.9862 -2.6450 -0.7120
58 H -2.5101 5.4571 3.2092
59 H 1.9397 2.1676 -6.1308
60 H -2.6990 -1.1199 -0.3345
61 H 1.2301 5.5419 6.4386
62 H 3.8647 -4.9179 -1.6676
63 H -4.4339 -0.9847 -2.1375
64 H 5.2442 1.9907 -2.4692
65 H 1.9140 -6.3653 -1.1912
66 H -1.6157 0.0724 5.8483
67 H -1.8985 3.4280 4.4459
68 H 2.9913 3.4970 2.2617
69 H 0.0913 -5.5259 0.2592
70 H -3.7578 -0.0783 -4.3604
71 H -3.2228 7.6582 3.0225



Formula: C8H12
Source: OMol25
Level of theory: ωB97M-V/def2-TZVPD

Its total charge is 0. Its LUMO energy is 1.07 eV. Its HOMO-LUMO gap is 9.807 eV. For the total energy, the calculation gives -8486.646 eV. The SMILES is C=C[C@@]1(C)[C@H]2C[C@]21C. The energy above the lowest of the compared OMol25 structures with the same formula, charge and spin is 283.28 kJ/mol. The value obtained for the largest force on an atom is 3.6 eV Å⁻¹.

Atoms and positions in Å:
1 C 0.2198 -2.7039 -0.3351
2 C -1.7330 0.2620 -0.6227
3 C 1.3295 -0.2510 1.1855
4 C -0.4453 -0.3531 -0.1447
5 C 0.1260 -1.5348 -0.8801
6 C 0.6258 0.7752 0.3601
7 C 0.6529 2.1544 -0.1565
8 C -0.1125 -0.1272 1.2629
9 H -2.1806 1.0552 0.0558
10 H -2.3176 -0.6281 -0.5206
11 H -0.2864 2.7554 -0.2843
12 H 1.3685 2.7332 0.5369
13 H 1.1485 2.1240 -1.1279
14 H -0.7579 -0.0889 2.1812
15 H 0.1170 -2.6286 0.7493
16 H 0.4092 -1.4823 -1.9821
17 H 0.5345 -3.6139 -0.9058
18 H 1.6930 0.1221 2.1578
19 H 1.7772 -1.1358 0.7824
20 H -1.6875 0.7438 -1.6447



Formula: C26H48F9N2O15S5
Source: OMol25
Level of theory: ωB97M-V/def2-TZVPD

Its total charge is +1. Its LUMO energy is -3.93 eV. Its HOMO-LUMO gap is 8.156 eV. For the total energy, the calculation gives -140043.767 eV. The value obtained for the largest force on an atom is 10.2 eV Å⁻¹.

Atoms and positions in Å:
1 S 1.8508 5.8978 4.6033
2 S -5.7174 -1.1367 2.0699
3 S -2.0545 3.0241 -3.7286
4 S -1.4482 2.8882 -9.6608
5 S 3.7559 -7.8010 6.4295
6 F 0.8135 -3.4824 -0.1815
7 F 2.8646 -3.8396 -1.3461
8 F 4.0475 -3.2159 2.9122
9 F 2.9847 -0.9667 -2.1841
10 F 4.3296 -1.7382 0.3125
11 F 2.4194 -1.5340 1.7349
12 F 4.7563 -4.4118 0.9577
13 F 2.4685 -4.7053 1.9187
14 F 1.0249 -2.2074 -2.7415
15 O 2.1987 4.5055 4.7871
16 O 0.6176 6.4574 5.1174
17 O -1.2836 4.2897 -4.4068
18 O 4.0817 -7.3150 4.9083
19 O -4.8010 -2.1490 2.5481
20 O 4.5538 -7.0185 7.3484
21 O -1.8058 1.8448 -4.5291
22 O 2.3223 -7.9413 6.5819
23 O -5.5924 -0.5454 0.7534
24 O -2.4980 2.9195 -10.6584
25 O -0.5064 1.5843 -9.9238
26 O 3.0989 6.8196 5.1018
27 O -7.2426 -1.6766 2.2652
28 O -1.8264 3.0455 -2.2982
29 O -0.5989 4.0307 -9.4024
30 N -1.0023 -1.1660 0.7743
31 N -1.9606 -2.5331 2.6239
32 C 0.8756 -0.3673 -0.9347
33 C -5.7899 0.1687 3.2707
34 C 1.7576 -1.5934 -1.5718
35 C 3.2403 7.0834 6.4898
36 C 4.4715 -9.4205 6.3017
37 C 0.9415 3.5244 -4.9986
38 C 4.0944 -4.8888 4.9313
39 C 3.0516 -2.4291 0.7279
40 C 1.2717 2.2890 -11.4167
41 C 0.1024 4.4612 -4.1502
42 C -7.7824 -2.5615 1.2948
43 C 1.9685 6.2833 2.8745
44 C -2.1479 2.3481 -8.1214
45 C 0.6000 2.1471 2.7022
46 C -0.6415 -0.5891 2.1263
47 C 3.8522 5.9012 7.2175
48 C -1.2209 -1.4584 3.3898
49 C -0.6983 -0.7208 -0.6405
50 C 2.0903 -2.8229 -0.5403
51 C 0.2563 0.7986 2.3828
52 C 0.0591 1.4004 -11.2131
53 C -7.2790 -3.9781 1.4979
54 C 3.4359 -6.1525 4.4107
55 C -1.8681 -2.3976 1.1137
56 C 3.5688 -3.7663 1.5892
57 C -3.7107 3.5793 -4.0447
58 H 3.6807 -4.0054 4.4367
59 H -1.0892 -1.2430 4.5323
60 H 1.7793 2.0417 -12.3533
61 H -1.3786 0.2253 -0.8541
62 H -2.4968 -3.2732 3.1333
63 H -7.5691 -2.2069 0.2809
64 H 2.9685 6.0243 2.5220
65 H 4.7694 5.5710 6.7197
66 H -1.3391 2.1506 -7.4156
67 H -3.8846 4.5051 -3.4933
68 H -6.0620 -0.2563 4.2385
69 H 0.3496 5.4960 -4.4091
70 H 4.4013 -9.8992 7.2806
71 H -6.2086 -4.0488 1.2828
72 H -2.7391 1.4478 -8.2982
73 H 2.2803 7.3678 6.9334
74 H 3.1659 5.0492 7.2285
75 H -1.0596 -1.5679 -1.3846
76 H 0.8724 0.4989 -1.7563
77 H 2.0050 3.7585 -4.8965
78 H 0.3689 0.3523 -11.2796
79 H 5.1759 -4.9172 4.7645
80 H 4.0837 6.1629 8.2539
81 H -8.8702 -2.5474 1.4195
82 H 0.6598 3.5984 -6.0538
83 H -3.8318 3.7365 -5.1180
84 H 0.7934 2.4832 -4.6970
85 H 0.3213 4.3339 -3.0848
86 H -0.6891 1.5660 -11.9954
87 H -4.8013 0.6285 3.3303
88 H 3.9078 7.9461 6.5848
89 H 5.5185 -9.3220 6.0094
90 H -7.4217 -4.2962 2.5356
91 H 3.5259 -6.1791 3.3198
92 H -2.3639 -3.0915 0.2782
93 H -2.7871 3.1478 -7.7415
94 H 2.3666 -6.1680 4.6468
95 H -6.5273 0.9057 2.9477
96 H 0.9831 3.3436 -11.4560
97 H 1.9782 2.1780 -10.5880
98 H 3.9364 -4.7791 6.0083
99 H 3.9129 -9.9965 5.5618
100 H 1.4678 0.0671 -0.0212
101 H 1.2210 5.6897 2.3441
102 H 1.7698 7.3475 2.7352
103 H 0.7086 3.2818 3.0566
104 H -4.3986 2.8037 -3.7017
105 H -7.8039 -4.6734 0.8367



Formula: C8H8ClP
Source: OMol25
Level of theory: ωB97M-V/def2-TZVPD

Its total charge is 0. Its LUMO energy is 0.50 eV. Its HOMO-LUMO gap is 9.737 eV. For the total energy, the calculation gives -30235.524 eV. The SMILES is C=CP(Cl)c1ccccc1. The energy above the lowest of the compared OMol25 structures with the same formula, charge and spin is 202.03 kJ/mol. The value obtained for the largest force on an atom is 2.6 eV Å⁻¹.

Atoms and positions in Å:
1 Cl -2.1651 1.1644 1.9377
2 P -2.2006 0.1751 0.1490
3 C 1.8828 -0.0627 0.5681
4 C 0.9721 -2.3907 0.6669
5 C 0.6015 0.4977 0.4321
6 C -1.0327 1.9224 -1.9147
7 C -0.2750 -1.8331 0.4505
8 C -1.8707 1.7593 -0.9002
9 C 2.0321 -1.4150 0.7643
10 C -0.4249 -0.4626 0.2758
11 H -0.8795 2.9214 -2.4196
12 H -2.5726 2.4227 -0.4795
13 H 2.8980 0.4605 0.6697
14 H 0.2409 1.4969 0.1424
15 H -1.2100 -2.3940 0.3531
16 H -0.3744 0.9921 -2.0985
17 H 1.3308 -3.4957 0.5671
18 H 3.0474 -1.7585 0.8357